(1)
Computed, not measured: a structure of composition C48H46CaF2N4OP2Se, with wB97M-V/def2-TZVPD.

Element x y z (Å)
Ca: -1.302 0.245 0.115
C: 0.350 -2.141 1.763
P: 1.578 -1.381 0.581
C: 2.662 -2.831 0.210
C: 2.189 -4.142 0.228
C: 3.027 -5.203 -0.090
C: 4.347 -4.971 -0.444
C: 4.828 -3.668 -0.476
C: 3.992 -2.610 -0.155
C: 2.732 -0.566 1.770
C: 3.142 -1.193 2.943
C: 3.992 -0.546 3.826
C: 4.458 0.730 3.544
C: 4.072 1.356 2.369
C: 3.213 0.709 1.490
C: -0.083 -0.969 2.600
C: -0.163 -0.826 3.969
C: -0.252 0.567 4.220
C: -0.188 1.192 2.989
C: -0.102 2.662 2.706
P: -0.794 3.094 1.033
C: 0.723 3.426 0.034
C: 1.146 2.399 -0.807
C: 2.268 2.536 -1.609
C: 2.992 3.717 -1.576
C: 2.580 4.754 -0.750
C: 1.449 4.616 0.042
C: -1.387 4.800 1.340
C: -2.454 5.257 0.569
C: -2.953 6.540 0.743
C: -2.398 7.378 1.697
C: -1.348 6.925 2.485
C: -0.847 5.645 2.309
N: -0.108 0.262 1.989
H: 0.824 -2.910 2.372
H: -0.458 -2.601 1.186
H: 1.160 -4.336 0.507
H: 2.646 -6.217 -0.059
H: 5.001 -5.800 -0.685
H: 5.862 -3.479 -0.741
H: 4.377 -1.596 -0.168
H: 2.797 -2.193 3.175
H: 4.287 -1.041 4.744
H: 5.121 1.231 4.238
H: 4.433 2.350 2.135
H: 2.906 1.207 0.584
H: -0.153 -1.612 4.710
H: -0.315 1.046 5.186
H: 0.935 3.007 2.780
H: -0.695 3.197 3.450
H: 0.585 1.473 -0.827
H: 2.582 1.723 -2.252
H: 3.874 3.830 -2.193
H: 3.141 5.680 -0.731
H: 1.125 5.447 0.652
H: -2.899 4.597 -0.166
H: -3.784 6.882 0.138
H: -2.783 8.381 1.832
H: -0.921 7.565 3.247
H: -0.031 5.301 2.933
F: -6.008 3.482 0.635
C: -5.094 2.909 -0.178
C: -4.201 1.988 0.329
C: -3.271 1.335 -0.491
C: -3.296 1.679 -1.860
C: -4.147 2.687 -2.315
F: -4.072 3.137 -3.593
C: -5.071 3.308 -1.502
C: -2.378 0.988 -2.794
C: -2.704 0.765 -4.136
C: -1.786 0.164 -4.975
C: -0.555 -0.223 -4.465
C: -0.327 -0.026 -3.119
N: -1.204 0.555 -2.299
H: -4.228 1.801 1.401
H: -5.727 4.078 -1.879
H: -3.670 1.057 -4.518
H: -2.028 -0.002 -6.017
H: 0.196 -0.673 -5.099
H: 0.609 -0.342 -2.668
C: -0.785 -6.625 -1.763
N: 0.314 -5.878 -2.329
C: 1.459 -6.408 -2.893
C: 2.221 -5.371 -3.291
N: 1.537 -4.215 -2.972
C: 2.013 -2.871 -3.203
C: 0.359 -4.524 -2.383
Se: -0.948 -3.382 -1.825
H: -0.620 -7.686 -1.936
H: -1.719 -6.315 -2.230
H: -0.866 -6.432 -0.694
H: 1.625 -7.468 -2.956
H: 3.182 -5.350 -3.773
H: 3.091 -2.896 -3.341
H: 1.774 -2.254 -2.338
H: 1.534 -2.439 -4.084
C: -4.614 -2.386 2.040
C: -3.832 -1.818 0.870
O: -2.584 -1.252 1.303
H: -5.508 -2.899 1.687
H: -4.922 -1.583 2.713
H: -4.003 -3.096 2.599
H: -4.422 -1.059 0.350
H: -3.568 -2.604 0.161
H: -2.730 -0.757 2.123

LUMO energy: 0.01523 Ha

Atomic partial charges in e from the Löwdin method, atoms 1 to 8: number 1, Ca, carries 1.17; number 2, C, carries -0.29; number 3, P, carries 1.07; number 4, C, carries -0.38; number 5, C, carries -0.11; number 6, C, carries -0.10; number 7, C, carries -0.10; number 8, C, carries -0.09

***

(2)
Computed, not measured: a cluster of 2 separate species, C16H30F3N2O6S2 in total, with wB97M-V/def2-TZVPD.

Element x y z (Å)
C: 4.744 -1.751 2.235
C: 3.972 -1.428 0.949
C: 2.840 -2.458 0.775
O: 1.534 -1.849 0.878
C: 0.686 -2.250 -0.074
O: 0.908 -2.222 -1.213
C: -0.675 -2.733 0.429
S: -1.840 -3.126 -0.913
C: -3.419 -2.296 -0.568
O: -3.419 -1.085 -1.349
C: -4.445 -0.194 -0.960
C: -4.087 0.392 0.419
C: -5.273 1.138 1.077
N: -5.722 2.213 0.165
N: -3.421 -0.631 1.303
C: -3.722 -2.054 0.930
C: -5.132 -2.448 1.397
F: -5.037 -3.655 1.906
F: -6.023 -2.503 0.443
F: -5.589 -1.661 2.353
O: 4.825 -1.546 -0.210
C: 5.896 -0.695 -0.178
O: 6.971 -1.134 -0.199
C: 5.696 0.809 -0.184
S: 5.895 1.511 1.501
H: 5.377 -2.630 2.113
H: 3.999 -1.984 3.002
H: 5.298 -0.896 2.617
H: 3.570 -0.408 0.955
H: 2.919 -3.191 1.577
H: 3.025 -2.965 -0.174
H: -0.492 -3.662 0.977
H: -1.080 -2.039 1.174
H: -4.183 -2.931 -1.022
H: -5.454 -0.622 -1.012
H: -4.438 0.653 -1.639
H: -3.333 1.160 0.229
H: -6.139 0.497 1.235
H: -4.969 1.653 1.992
H: -4.939 2.534 -0.400
H: -6.366 1.832 -0.523
H: -3.560 -0.456 2.303
H: -2.413 -0.532 1.144
H: -3.039 -2.652 1.530
H: 4.708 1.083 -0.557
H: 6.435 1.293 -0.813
H: 5.472 2.784 1.316
C: 1.248 3.594 -1.138
C: 2.442 3.799 -2.058
C: 2.006 3.943 -3.507
O: 3.340 2.695 -1.933
H: 0.710 2.679 -1.405
H: 1.576 3.485 -0.103
H: 0.555 4.435 -1.197
H: 2.993 4.689 -1.751
H: 1.492 3.040 -3.848
H: 2.872 4.081 -4.155
H: 1.336 4.794 -3.636
H: 2.867 1.898 -2.202

Net charge: +1
LUMO energy: -0.13247 Ha

Atomic partial charges in e from the natural (NBO) method, atoms 1 to 8: number 1, C, carries -0.65; number 2, C, carries 0.07; number 3, C, carries -0.09; number 4, O, carries -0.53; number 5, C, carries 0.79; number 6, O, carries -0.52; number 7, C, carries -0.66; number 8, S, carries 0.32

***

(3)
Computed, not measured: a structure of composition C4H8S, with wB97M-V/def2-TZVPD.

Element x y z (Å)
C: -1.636 -0.580 -1.022
C: -0.895 -0.361 0.354
C: 0.467 -1.031 0.498
C: -0.201 1.099 0.474
H: -2.798 -0.182 -0.631
H: -1.243 -0.007 -2.023
H: -1.896 -1.573 -1.051
H: -1.671 -0.835 1.164
H: 0.961 -1.247 1.578
H: 0.541 -2.085 -0.009
H: -0.535 1.856 -0.157
H: -0.198 1.461 1.580
S: 1.277 0.491 -0.142

LUMO energy: 0.03596 Ha

Atomic partial charges in e from the natural (NBO) method, atoms 1 to 8: number 1, C, carries -0.61; number 2, C, carries -0.23; number 3, C, carries -0.53; number 4, C, carries -0.56; number 5, H, carries 0.20; number 6, H, carries 0.24; number 7, H, carries 0.21; number 8, H, carries 0.21

***

(4)
Computed, not measured: a structure of composition C4H6N2O, with wB97M-V/def2-TZVPD.

Element x y z (Å)
N: -1.762 1.055 0.605
C: -0.750 0.230 0.112
C: 0.607 0.550 0.018
O: 1.062 1.808 0.287
C: 1.305 -0.609 -0.316
C: 0.346 -1.616 -0.444
N: -0.974 -1.057 -0.219
H: -2.657 0.856 0.178
H: -1.527 2.036 0.512
H: 2.006 1.849 0.093
H: 2.374 -0.716 -0.456
H: 0.413 -2.565 -0.961
H: -0.443 -1.822 0.591

LUMO energy: 0.02726 Ha

Atomic partial charges in e from the natural (NBO) method, atoms 1 to 8: number 1, N, carries -0.81; number 2, C, carries 0.24; number 3, C, carries 0.20; number 4, O, carries -0.67; number 5, C, carries -0.33; number 6, C, carries -0.23; number 7, N, carries -0.51; number 8, H, carries 0.38

***

(5)
Computed, not measured: a cluster of 7 separate species, C30H42N9 in total, with wB97M-V/def2-TZVPD.

Element x y z (Å)
C: 0.996 -1.521 3.317
C: 0.648 -1.142 2.240
C: 0.134 -0.474 1.009
N: 1.222 -0.362 -0.019
C: 0.652 -0.197 -1.261
N: 0.560 -1.289 -2.057
N: 0.180 0.954 -1.640
C: 0.205 2.199 -0.864
C: -1.152 2.586 -0.239
H: 1.419 -1.617 4.291
H: -0.193 0.522 1.308
H: -0.718 -0.991 0.553
H: 1.819 -1.182 0.006
H: 0.475 -1.034 -3.039
H: 1.396 -1.867 -1.975
H: -0.238 0.988 -2.559
H: 0.928 2.141 -0.048
H: 0.566 3.001 -1.514
H: -0.929 3.297 0.562
H: -1.863 2.999 -0.957
H: -1.638 1.742 0.261
N: 4.459 1.471 1.985
C: 5.676 2.087 2.134
C: 6.225 2.240 0.890
C: 5.306 1.701 -0.049
C: 4.226 1.237 0.655
H: 3.836 1.226 2.734
H: 6.043 2.359 3.109
H: 7.181 2.688 0.675
H: 5.426 1.660 -1.119
H: 3.317 0.762 0.329
N: -2.223 2.411 -4.051
C: -3.585 2.280 -4.179
C: -3.958 2.909 -5.332
C: -2.781 3.437 -5.931
C: -1.728 3.114 -5.123
H: -1.683 2.052 -3.294
H: -4.161 1.755 -3.438
H: -4.964 2.984 -5.710
H: -2.718 3.991 -6.852
H: -0.675 3.322 -5.213
N: -1.836 -3.704 1.245
C: -1.731 -4.981 1.729
C: -2.589 -5.097 2.790
C: -3.241 -3.845 2.950
C: -2.759 -3.008 1.982
H: -1.315 -3.342 0.470
H: -1.058 -5.691 1.279
H: -2.735 -5.983 3.386
H: -3.980 -3.590 3.692
H: -2.990 -1.980 1.752
N: 3.792 3.267 4.747
C: 2.597 3.420 5.400
C: 2.867 3.750 6.701
C: 4.280 3.803 6.840
C: 4.822 3.503 5.619
H: 3.896 3.021 3.781
H: 1.662 3.282 4.884
H: 2.135 3.934 7.469
H: 4.833 4.035 7.734
H: 5.848 3.438 5.297
N: 3.084 -4.037 0.752
C: 3.583 -3.649 -0.468
C: 4.189 -4.733 -1.042
C: 4.049 -5.819 -0.141
C: 3.363 -5.360 0.953
H: 2.593 -3.446 1.399
H: 3.467 -2.634 -0.819
H: 4.679 -4.748 -2.002
H: 4.411 -6.824 -0.279
H: 3.051 -5.860 1.854
N: -6.782 0.280 -3.382
C: -7.294 -0.978 -3.207
C: -8.345 -1.127 -4.069
C: -8.471 0.085 -4.798
C: -7.493 0.933 -4.356
H: -6.007 0.664 -2.877
H: -6.868 -1.655 -2.485
H: -8.957 -2.008 -4.169
H: -9.198 0.308 -5.562
H: -7.241 1.939 -4.645

Net charge: +1
LUMO energy: -0.13284 Ha

Atomic partial charges in e from the Löwdin method, atoms 1 to 8: number 1, C, carries 0.15; number 2, C, carries -0.10; number 3, C, carries -0.15; number 4, N, carries 0.06; number 5, C, carries -0.39; number 6, N, carries 0.22; number 7, N, carries 0.14; number 8, C, carries -0.18

***

(6)
Computed, not measured: a cluster of 9 separate species, C57H123N9O9 in total, with wB97M-V/def2-TZVPD.

Element x y z (Å)
C: 5.528 -3.646 -4.761
C: 4.149 -2.851 -4.743
C: 3.019 -3.596 -5.479
C: 3.801 -2.678 -3.186
C: 2.839 -1.554 -2.768
C: 3.249 -0.236 -3.442
C: 3.403 -0.311 -4.980
C: 2.063 -0.573 -5.632
C: 4.056 1.040 -5.359
N: 4.377 -1.434 -5.231
O: 5.155 -1.346 -6.392
H: 6.320 -3.008 -4.370
H: 5.482 -4.447 -4.023
H: 5.929 -4.095 -5.670
H: 3.008 -3.355 -6.542
H: 3.210 -4.668 -5.438
H: 2.024 -3.337 -5.117
H: 3.267 -3.510 -2.727
H: 4.734 -2.731 -2.626
H: 1.842 -1.896 -3.046
H: 2.876 -1.356 -1.697
H: 4.159 0.127 -2.964
H: 2.440 0.446 -3.180
H: 1.409 -1.253 -5.085
H: 2.138 -1.074 -6.597
H: 1.506 0.308 -5.950
H: 4.866 1.399 -4.724
H: 3.303 1.823 -5.443
H: 4.502 0.969 -6.351
H: 4.527 -1.739 -7.003
C: 5.125 -3.766 3.756
C: 3.748 -3.135 3.220
C: 3.726 -1.685 3.659
C: 3.893 -3.129 1.634
C: 2.678 -2.645 0.914
C: 1.526 -3.546 1.472
C: 1.243 -3.629 3.020
C: 0.447 -2.363 3.372
C: 0.277 -4.838 3.187
N: 2.551 -3.766 3.665
O: 2.476 -3.940 5.026
H: 5.142 -3.848 4.843
H: 5.329 -4.706 3.244
H: 5.872 -3.074 3.367
H: 4.557 -1.085 3.289
H: 2.909 -1.065 3.291
H: 3.711 -1.609 4.747
H: 4.749 -2.548 1.291
H: 4.038 -4.127 1.220
H: 2.448 -1.581 0.974
H: 2.858 -2.840 -0.144
H: 1.781 -4.581 1.244
H: 0.686 -3.189 0.875
H: 0.595 -2.348 4.452
H: -0.631 -2.517 3.314
H: 0.651 -1.422 2.862
H: 0.710 -5.838 3.183
H: -0.503 -4.981 2.439
H: -0.105 -4.864 4.207
H: 2.248 -3.064 5.345
C: -3.585 6.551 3.955
C: -3.921 5.584 5.167
C: -3.931 6.292 6.557
C: -5.353 5.036 5.015
C: -5.461 3.747 4.088
C: -4.503 2.611 4.501
C: -3.014 3.191 4.513
C: -2.244 2.076 5.293
C: -2.392 3.190 3.118
N: -2.929 4.487 5.278
O: -1.630 4.856 5.521
H: -3.556 6.042 2.991
H: -2.542 6.867 3.994
H: -4.179 7.463 3.896
H: -2.997 6.747 6.888
H: -4.359 5.731 7.388
H: -4.690 7.072 6.494
H: -5.846 4.869 5.973
H: -5.985 5.737 4.470
H: -5.119 3.951 3.073
H: -6.476 3.373 3.951
H: -4.420 1.801 3.776
H: -4.809 2.059 5.389
H: -2.670 1.895 6.279
H: -2.239 1.173 4.682
H: -1.185 2.292 5.434
H: -2.557 2.388 2.398
H: -2.795 4.080 2.635
H: -1.306 3.286 3.147
H: -1.680 4.870 6.480
C: -0.598 4.340 0.162
C: -0.393 5.793 -0.367
C: -1.221 6.046 -1.650
C: -0.992 6.748 0.765
C: -0.140 6.958 1.984
C: 1.190 7.544 1.390
C: 1.934 6.644 0.389
C: 3.069 7.533 -0.258
C: 2.610 5.469 1.099
N: 1.018 6.201 -0.718
O: 1.641 5.325 -1.612
H: -0.467 3.490 -0.507
H: -0.042 4.193 1.088
H: -1.672 4.191 0.277
H: -1.077 7.085 -1.948
H: -0.857 5.420 -2.464
H: -2.287 5.853 -1.523
H: -1.219 7.705 0.296
H: -1.943 6.361 1.131
H: -0.589 7.602 2.740
H: 0.054 6.100 2.628
H: 1.747 7.800 2.291
H: 1.044 8.534 0.957
H: 3.843 7.684 0.495
H: 2.706 8.439 -0.742
H: 3.515 6.974 -1.081
H: 2.014 4.800 1.719
H: 3.363 5.841 1.794
H: 3.040 4.708 0.448
H: 1.805 4.547 -1.075
C: -2.577 -4.082 0.481
C: -2.597 -4.703 -0.931
C: -2.988 -3.572 -1.937
C: -1.083 -5.130 -1.154
C: -0.892 -6.018 -2.364
C: -1.860 -7.173 -2.470
C: -3.392 -6.936 -2.055
C: -4.291 -6.615 -3.235
C: -3.716 -8.338 -1.563
N: -3.490 -5.924 -0.960
O: -4.774 -5.629 -0.629
H: -2.256 -4.871 1.161
H: -1.885 -3.242 0.546
H: -3.582 -3.736 0.723
H: -4.063 -3.462 -2.077
H: -2.600 -2.644 -1.518
H: -2.606 -3.703 -2.950
H: -0.508 -4.213 -1.278
H: -0.690 -5.744 -0.344
H: -1.010 -5.401 -3.255
H: 0.119 -6.426 -2.370
H: -1.465 -7.912 -1.773
H: -1.763 -7.390 -3.534
H: -4.126 -5.601 -3.598
H: -5.352 -6.756 -3.029
H: -4.123 -7.267 -4.092
H: -3.119 -8.681 -0.718
H: -3.559 -9.073 -2.353
H: -4.715 -8.519 -1.167
H: -4.698 -5.948 0.273
C: -5.830 -1.611 -0.133
N: -5.154 -0.331 -0.150
C: -5.217 0.489 1.075
C: -4.773 0.127 -1.392
O: -4.560 1.345 -1.649
H: -5.579 -2.144 0.784
H: -5.664 -2.172 -1.052
H: -6.873 -1.450 0.140
H: -6.249 0.754 1.305
H: -4.687 -0.050 1.860
H: -4.688 1.442 1.064
H: -4.708 -0.683 -2.135
C: 4.747 0.533 0.241
N: 6.097 0.398 0.506
C: 6.748 -0.544 -0.457
C: 6.596 0.496 1.783
O: 7.475 -0.290 2.211
H: 4.292 1.309 0.856
H: 4.132 -0.363 0.156
H: 4.713 1.034 -0.727
H: 6.708 -1.618 -0.280
H: 6.403 -0.379 -1.478
H: 7.835 -0.477 -0.431
H: 6.084 1.343 2.264
C: -2.199 1.028 -3.836
N: -1.645 -0.058 -4.684
C: -1.424 0.264 -6.140
C: -1.417 -1.272 -4.207
O: -1.051 -2.266 -4.828
H: -3.219 1.328 -4.077
H: -1.660 1.966 -3.972
H: -2.114 0.750 -2.786
H: -0.753 1.121 -6.209
H: -1.068 -0.510 -6.819
H: -2.357 0.590 -6.598
H: -1.599 -1.317 -3.123
C: -0.895 -0.342 1.200
N: 0.129 0.476 0.460
C: 0.138 0.424 -0.971
C: 0.964 1.389 1.086
O: 1.725 2.245 0.512
H: -0.719 -1.391 0.961
H: -1.876 -0.010 0.861
H: -0.982 -0.351 2.287
H: -0.695 0.962 -1.424
H: 1.118 0.768 -1.300
H: -0.066 -0.609 -1.255
H: 0.833 1.433 2.179

SMILES: CC1(C)CCCC(C)(C)N1O.CC1(C)CCCC(C)(C)N1O.CC1(C)CCCC(C)(C)N1O.CC1(C)CCCC(C)(C)N1O.CC1(C)CCCC(C)(C)N1O.CN(C)C=O.CN(C)C=O.CN(C)C=O.CN(C)C=O
LUMO energy: 0.00672 Ha

Atomic partial charges in e from the Löwdin method, atoms 1 to 8: number 1, C, carries -0.04; number 2, C, carries -0.41; number 3, C, carries -0.03; number 4, C, carries -0.13; number 5, C, carries -0.18; number 6, C, carries -0.14; number 7, C, carries -0.46; number 8, C, carries -0.03

***

(7)
Computed, not measured: an isolated molecule of C10H14N2O2, with wB97M-V/def2-TZVPD.

Element x y z (Å)
C: -1.049 -2.477 -2.223
C: -1.497 -1.140 -2.338
C: -0.543 -2.923 -1.018
C: -1.329 -0.304 -1.285
C: -0.354 -2.015 0.045
C: -0.758 -0.655 -0.123
C: 1.907 -0.135 0.897
C: 1.159 1.846 -0.524
C: -0.448 0.383 0.947
C: 0.973 1.033 0.773
N: -1.434 1.473 1.185
N: 1.162 1.927 1.961
O: 2.119 -0.483 2.184
O: 2.448 -0.731 0.031
H: -0.983 -3.152 -3.063
H: -1.912 -0.943 -3.385
H: -0.342 -3.971 -1.064
H: -1.821 0.716 -1.427
H: -0.197 -2.486 1.050
H: 0.389 2.671 -0.447
H: 2.250 1.837 -0.692
H: 0.707 1.376 -1.427
H: -0.416 -0.067 1.971
H: -1.626 2.088 0.361
H: -2.199 0.900 1.377
H: 0.359 2.517 1.852
H: 1.740 2.633 1.524
H: 1.693 0.082 2.857

LUMO energy (spin up / spin down): 0.02516 / -0.09751 Ha
Spin multiplicity: 3

Atomic partial charges in e from the natural (NBO) method, atoms 1 to 8: number 1, C, carries -0.21; number 2, C, carries -0.17; number 3, C, carries -0.24; number 4, C, carries -0.25; number 5, C, carries -0.15; number 6, C, carries -0.04; number 7, C, carries 0.78; number 8, C, carries -0.68

***

E across the listed records, respectively: -6112.51421, -2284.27642, -555.28692, -340.69306, -1660.76705, -3415.14699, -649.25437 Eh.